# 1
A structure of composition C16H8F5NPtS2 at a distorted geometry, computed with ωB97M-V/def2-TZVPD.

The geometry in XYZ format:
```
33
Properties=species:S:1:pos:R:3:forces:R:3
Pt 0.1438 -0.1313 -0.0003 -0.847 -0.618 0.000
F 6.0481 3.3102 0.0003 -0.062 -0.008 0.000
C 4.7404 3.0451 0.0002 0.060 -0.015 0.000
C 4.2933 1.7374 0.0001 0.128 -0.231 0.000
F 5.1640 0.7234 0.0002 -0.031 0.048 0.000
C 2.9368 1.4972 0.0000 -0.049 0.153 0.000
F 2.4944 0.2032 -0.0001 0.191 -0.018 0.000
C 1.9841 2.4912 -0.0001 -0.052 -0.110 0.000
S 0.2844 2.1472 -0.0003 -0.765 0.214 0.000
C 2.4590 3.7991 0.0000 0.087 0.054 0.000
F 1.5989 4.8191 -0.0001 0.040 -0.047 0.000
C 3.8131 4.0749 0.0001 -0.018 0.155 0.000
F 4.2363 5.3395 0.0002 -0.001 -0.077 0.000
C 2.2887 -2.5198 -0.0002 -0.158 -0.020 0.000
C 0.9055 -3.0888 -0.0001 0.022 -0.021 0.000
C 0.7142 -4.4874 0.0000 -0.088 -0.051 0.000
C -0.5465 -5.0012 0.0001 -0.010 0.029 0.000
C -1.6550 -4.1292 0.0001 -0.027 -0.086 0.000
C -2.9892 -4.5944 0.0002 0.047 0.050 0.000
C -4.0156 -3.6917 0.0001 0.030 -0.005 0.000
C -3.7518 -2.3106 0.0000 -0.103 -0.025 0.000
C -2.4630 -1.8325 -0.0001 -0.208 0.113 0.000
S -2.1495 -0.1225 -0.0002 1.039 0.447 0.000
C -1.3961 -2.7456 0.0000 0.048 -0.152 0.000
N -0.1188 -2.2516 -0.0001 0.545 0.382 0.000
H 3.0410 -3.3042 -0.0002 -0.015 -0.018 0.000
H 2.4284 -1.8928 0.8810 0.070 -0.088 -0.001
H 2.4283 -1.8930 -0.8815 0.070 -0.088 0.001
H 1.5805 -5.1335 0.0000 0.019 0.028 0.000
H -0.7233 -6.0701 0.0002 0.061 -0.003 0.000
H -3.1716 -5.6612 0.0003 -0.020 0.009 0.000
H -5.0411 -4.0371 0.0002 -0.002 0.028 0.000
H -4.5732 -1.6044 0.0000 -0.004 -0.030 0.000
```
Forces are in eV/Å.

Output
- Spin multiplicity: 1
- ΔE to the lowest compared entry with this formula, charge and spin: 11.7 kJ/mol
- M: 568.4 Da
- Kohn-Sham gap: 6.947 eV
- HOMO level: -7.60 eV



# 2
A structure of composition CH2IN3O2S at a distorted geometry, computed with ωB97M-V/def2-TZVPD.

The geometry in XYZ format:
```
10
Properties=species:S:1:pos:R:3:forces:R:3
C -0.2932 0.8300 -1.2322 2.293 -4.642 -1.209
N -0.9920 -0.7020 -3.0816 -3.483 0.921 -1.394
N 0.5147 -0.8521 -0.9592 -3.616 0.767 -1.540
N -1.3970 0.4740 -0.6948 -2.677 -1.303 2.202
O 0.1537 1.5917 -1.9845 0.734 2.038 -0.063
O 1.0788 -1.4061 -2.1207 1.699 -0.334 -2.127
S 0.2587 -1.1748 -3.5438 1.579 -0.872 1.495
I -3.0778 1.4723 -0.5872 -1.329 1.533 -0.126
H 1.3800 -0.8812 -0.5678 2.846 1.038 2.892
H -1.7244 -0.5073 -0.6081 1.954 0.854 -0.130
```
Forces are in eV/Å.

Output
- Spin multiplicity: 1
- ΔE to the lowest compared entry with this formula, charge and spin: 248.5 kJ/mol
- M: 247.0 Da
- Kohn-Sham gap: 8.384 eV
- HOMO level: -8.89 eV



# 3
An isolated molecule of C5H6N2O at a distorted geometry, computed with ωB97M-V/def2-TZVPD.

The geometry in XYZ format:
```
14
Properties=species:S:1:pos:R:3:forces:R:3
C -1.9474 -1.6595 1.0264 0.338 -0.382 -0.121
C 0.6821 0.2412 -0.7263 0.143 0.467 -0.040
C -0.5353 0.4401 1.2385 -0.616 0.029 -1.329
C -1.6414 -0.3757 0.5815 1.643 1.049 -1.903
C 1.9019 0.6473 -1.4883 -0.760 -0.421 0.916
N -2.0864 -2.7668 1.3141 -0.281 -0.189 0.293
N 0.0492 -0.7705 -0.9952 -2.269 -2.155 0.186
O 0.3383 1.1030 0.2513 -0.887 0.266 1.357
H -0.9741 1.1814 1.8948 0.270 0.540 -0.114
H 0.1154 -0.1978 1.7871 0.287 -0.671 0.673
H -2.3003 0.0716 -0.1913 0.463 -0.176 0.884
H 2.6882 0.2550 -0.8621 0.741 0.609 0.231
H 1.7053 1.7169 -1.3930 1.319 0.238 -1.015
H 2.0045 0.1137 -2.4376 -0.393 0.796 -0.018
```
Forces are in eV/Å.

Output
- Spin multiplicity: 1
- ΔE to the lowest compared entry with this formula, charge and spin: 342.0 kJ/mol
- M: 110.1 Da
- Kohn-Sham gap (alpha / beta): 8.848 / 8.631 eV
- HOMO level (alpha / beta): -9.88 / -9.27 eV